w:
# C10H12N2

A cluster of 2 separate species, C10H12N2 in total (ωB97M-V with the def2-TZVPD basis set, OMol25).

```
! wB97M-V def2-TZVPD RIJCOSX def2/J DEFGRID3
* xyz 0 1
C -2.938 1.482 -0.156
C -1.820 0.939 -1.038
N -0.868 2.015 -1.316
C -1.188 -0.297 -0.429
C -1.788 -1.650 -0.672
C -0.480 -1.286 -1.303
H -2.538 1.784 0.827
H -3.711 0.742 0.001
H -3.404 2.365 -0.616
H -2.256 0.648 -2.002
H -0.472 2.345 -0.434
H -0.084 1.643 -1.850
H -0.730 -0.111 0.522
H -2.668 -1.700 -1.317
H -1.782 -2.392 0.110
H 0.410 -1.773 -0.932
H -0.475 -1.100 -2.385
C 2.235 -0.212 -0.147
C 2.983 -0.360 0.794
C 3.834 -0.527 1.868
C 4.570 -0.671 2.801
C 5.425 -0.839 3.882
N 6.141 -0.975 4.780
H 1.603 -0.069 -0.988
*
```

The HOMO-LUMO gap comes out at 0.3409 hartree. Its structure (SMILES) is C[C@@H](N)C1CC1.C#CC#CC#N.


x:
# C10H12N2

The molecule C10H12N2 (ωB97M-V with the def2-TZVPD basis set, OMol25).

```
! wB97M-V def2-TZVPD RIJCOSX def2/J DEFGRID3
* xyz 0 1
C -2.067 -1.306 -0.031
C -0.740 -1.636 -0.324
C -1.462 1.006 0.209
C -2.365 0.022 0.177
C 0.254 -0.696 -0.227
C -0.136 0.644 -0.119
C 2.381 -0.110 0.477
C 2.157 1.089 -0.435
C -3.848 0.392 0.278
C 3.826 -0.571 0.517
N 0.870 1.497 -0.410
N 1.577 -1.006 -0.296
H -2.714 -2.034 -0.414
H -0.655 -2.544 -0.892
H -1.937 1.917 0.127
H 1.907 0.105 1.388
H 2.752 1.660 -1.109
H -4.409 -0.326 -0.306
H -4.305 0.447 1.252
H -4.078 1.392 -0.284
H 4.116 -0.685 -0.545
H 3.871 -1.661 0.772
H 4.462 0.104 1.171
H 0.544 2.301 -0.976
*
```

The HOMO-LUMO gap (spin up / spin down) comes out at 0.2847 / 0.2849 hartree.


Stability summary: most stable x, least stable w.


w:
# C19H26N4O3S

The molecule C19H26N4O3S (ωB97M-V with the def2-TZVPD basis set, OMol25).

```
! wB97M-V def2-TZVPD RIJCOSX def2/J DEFGRID3
* xyz 0 1
C 2.657 1.390 2.878
N 2.381 2.851 2.818
C 1.439 3.624 2.286
O 1.583 4.859 2.363
C 0.224 3.124 1.399
C 0.674 3.522 -0.087
C -0.019 2.804 -1.218
S 0.674 3.353 -2.876
C 2.491 3.056 -2.920
N -0.096 1.673 1.522
C -1.326 1.175 1.665
O -2.235 1.897 1.957
C -1.560 -0.350 1.397
C -2.461 -0.475 0.091
C -2.717 -1.810 -0.632
C -3.726 -2.689 -0.334
N -3.553 -3.802 -1.207
C -2.385 -3.868 -1.883
C -1.741 -4.826 -2.698
C -0.562 -4.401 -3.342
C 0.034 -3.114 -3.264
C -0.647 -2.183 -2.300
C -1.899 -2.487 -1.696
N -0.308 -1.158 1.217
C 0.573 -1.243 2.186
C 1.830 -1.976 1.789
O 0.556 -0.799 3.360
H 3.716 1.230 2.975
H 2.309 0.895 1.956
H 2.116 0.816 3.727
H 3.067 3.437 3.255
H -0.673 3.762 1.590
H 0.641 4.654 -0.294
H 1.696 3.214 -0.059
H -1.116 3.179 -1.294
H 0.058 1.730 -1.132
H 3.006 3.420 -2.098
H 2.584 1.938 -2.781
H 3.017 3.137 -3.931
H 0.548 1.046 1.178
H -2.159 -0.828 2.196
H -1.800 0.115 -0.598
H -3.378 0.051 0.251
H -4.562 -2.474 0.309
H -4.195 -4.608 -1.144
H -2.095 -5.842 -2.661
H 0.036 -5.057 -3.957
H 1.040 -2.802 -3.634
H -0.181 -1.361 -1.976
H 0.081 -1.415 0.273
H 2.152 -1.660 0.858
H 2.514 -1.742 2.609
H 1.696 -2.980 1.909
*
```

The HOMO-LUMO gap comes out at 0.3148 hartree. Its structure (SMILES) is CNC(=O)[C@@H](CCSC)NC(=O)[C@@H](Cc1c[nH]c2ccccc12)NC(C)=O.


x:
# C19H26N4O3S

The molecule C19H26N4O3S (ωB97M-V with the def2-TZVPD basis set, OMol25).

```
! wB97M-V def2-TZVPD RIJCOSX def2/J DEFGRID3
* xyz 0 1
C 4.757 3.385 0.192
C 4.195 2.017 -0.055
C 3.121 1.840 -0.919
C 2.586 0.585 -1.139
C 3.113 -0.527 -0.493
C 2.493 -1.877 -0.695
N 1.340 -2.021 0.189
C 0.482 -3.035 -0.014
O 0.702 -3.916 -0.824
C -0.742 -3.133 0.913
C -1.902 -3.742 0.115
C -2.444 -2.711 -0.871
C -2.915 -1.472 -0.116
N -1.867 -0.907 0.708
S -0.920 0.225 -0.067
O 0.155 0.543 0.840
O -0.574 -0.156 -1.407
C -2.034 1.586 -0.117
C -2.732 2.167 -1.203
C -2.709 1.743 -2.626
N -3.454 3.183 -0.773
N -3.242 3.270 0.544
C -2.389 2.330 0.996
C -1.979 2.187 2.410
C -1.226 -1.850 1.599
C 4.183 -0.354 0.373
C 4.720 0.903 0.586
H 5.772 3.326 0.578
H 4.144 3.912 0.925
H 4.761 3.973 -0.724
H 2.699 2.697 -1.424
H 1.745 0.462 -1.803
H 3.203 -2.680 -0.466
H 2.160 -2.006 -1.731
H 1.071 -1.179 0.676
H -0.443 -3.837 1.700
H -2.696 -4.057 0.797
H -1.536 -4.615 -0.425
H -3.274 -3.129 -1.443
H -1.653 -2.421 -1.565
H -3.756 -1.723 0.542
H -3.233 -0.689 -0.807
H -1.890 1.049 -2.785
H -3.649 1.257 -2.887
H -2.595 2.612 -3.269
H -3.696 3.998 1.073
H -0.976 1.769 2.441
H -2.650 1.504 2.931
H -1.995 3.148 2.919
H -1.970 -2.128 2.357
H -0.418 -1.316 2.100
H 4.602 -1.210 0.883
H 5.556 1.021 1.262
*
```

The HOMO-LUMO gap comes out at 0.3367 hartree. Its structure (SMILES) is Cc1ccc(CNC(=O)[C@@H]2CCCN(S(=O)(=O)c3c(C)n[nH]c3C)C2)cc1.


Stability summary: most stable x, least stable w.


w:
# C25H31N3O5

A cluster of 2 separate species, C25H31N3O5 in total (ωB97M-V with the def2-TZVPD basis set, OMol25).

```
! wB97M-V def2-TZVPD RIJCOSX def2/J DEFGRID3
* xyz 0 1
C -2.391 1.105 5.399
N -1.130 0.371 5.302
C -0.813 -0.686 4.541
O 0.349 -1.071 4.555
C -1.844 -1.431 3.655
C -1.941 -0.810 2.250
C -0.651 -0.839 1.451
C -0.337 -1.962 0.661
C 0.848 -1.986 -0.096
C 1.724 -0.888 -0.066
C 1.417 0.233 0.725
C 0.232 0.258 1.482
N -3.205 -1.536 4.203
C -3.511 -2.193 5.322
C -4.977 -2.272 5.678
O -2.677 -2.713 6.046
H -2.823 1.255 4.410
H -3.093 0.555 6.029
H -2.210 2.081 5.853
H -0.361 0.698 5.867
H -1.456 -2.444 3.541
H -2.278 0.223 2.337
H -2.699 -1.351 1.681
H -1.004 -2.812 0.636
H 1.087 -2.849 -0.703
H 2.632 -0.904 -0.653
H 2.095 1.074 0.751
H 0.007 1.120 2.093
H -3.959 -1.144 3.667
H -5.501 -2.851 4.920
H -5.075 -2.769 6.643
H -5.395 -1.270 5.741
C 2.896 4.914 -2.561
O 3.137 3.626 -3.144
C 2.183 2.631 -3.035
C 0.994 2.792 -2.314
C 0.065 1.764 -2.240
C 0.279 0.543 -2.895
C -0.731 -0.529 -2.769
C -2.024 -0.346 -2.010
C -0.472 -1.740 -3.351
C 0.738 -1.951 -4.106
O 0.894 -3.072 -4.576
N 1.649 -0.916 -4.320
C 2.701 -1.136 -5.328
C 1.469 0.338 -3.651
C 2.433 1.399 -3.685
O 3.629 1.281 -4.358
C 4.752 1.013 -3.507
H 2.799 4.836 -1.473
H 1.988 5.365 -2.975
H 3.737 5.577 -2.782
H 0.766 3.713 -1.793
H -0.832 1.936 -1.656
H -1.820 -0.065 -0.974
H -2.625 0.440 -2.477
H -2.614 -1.268 -2.001
H -1.163 -2.571 -3.277
H 2.754 -0.289 -6.019
H 2.519 -2.019 -5.948
H 3.670 -1.271 -4.840
H 5.047 1.908 -2.952
H 5.603 0.690 -4.113
H 4.517 0.219 -2.791
*
```

The HOMO-LUMO gap comes out at 0.3109 hartree. Its structure (SMILES) is CNC(=O)[C@H](Cc1ccccc1)NC(C)=O.COc1ccc2c(C)cc(=O)n(C)c2c1OC.


x:
# C25H31N3O5

A cluster of 2 separate species, C25H31N3O5 in total (ωB97M-V with the def2-TZVPD basis set, OMol25).

```
! wB97M-V def2-TZVPD RIJCOSX def2/J DEFGRID3
* xyz 0 1
C 4.745 -1.782 -5.337
N 3.904 -1.240 -4.271
C 4.266 -0.232 -3.465
O 5.349 0.327 -3.585
C 3.207 0.241 -2.446
C 2.422 1.476 -2.933
C 1.041 1.180 -3.489
C 0.088 0.534 -2.678
C -1.213 0.306 -3.158
C -1.572 0.740 -4.445
C -0.625 1.387 -5.258
C 0.682 1.605 -4.783
N 3.645 0.410 -1.048
C 4.552 1.214 -0.486
C 5.338 2.241 -1.274
O 4.724 1.141 0.721
H 4.769 -1.086 -6.177
H 5.766 -1.921 -4.971
H 4.355 -2.743 -5.677
H 2.987 -1.640 -4.147
H 2.487 -0.574 -2.400
H 2.278 2.166 -2.100
H 3.013 2.006 -3.682
H 0.349 0.219 -1.677
H -1.939 -0.200 -2.538
H -2.574 0.569 -4.815
H -0.902 1.720 -6.249
H 1.401 2.116 -5.408
H 3.216 -0.202 -0.374
H 4.727 2.688 -2.051
H 6.205 1.758 -1.717
H 5.678 3.018 -0.592
C -0.346 0.195 6.831
O -1.299 -0.619 6.134
C -1.598 -0.338 4.814
C -1.048 0.749 4.124
C -1.386 0.996 2.803
C -2.267 0.155 2.110
C -2.631 0.488 0.718
C -2.094 1.710 0.008
C -3.520 -0.325 0.068
C -4.058 -1.500 0.712
O -4.834 -2.175 0.046
N -3.672 -1.859 2.005
C -4.053 -3.199 2.484
C -2.819 -0.989 2.758
C -2.501 -1.195 4.140
O -3.040 -2.232 4.870
C -4.139 -1.845 5.707
H -0.694 1.230 6.897
H 0.626 0.172 6.328
H -0.212 -0.186 7.847
H -0.355 1.433 4.600
H -0.944 1.867 2.330
H -2.369 2.616 0.557
H -1.004 1.658 -0.067
H -2.504 1.793 -1.003
H -3.851 -0.116 -0.942
H -3.186 -3.711 2.912
H -4.423 -3.849 1.685
H -4.841 -3.124 3.238
H -3.823 -1.133 6.476
H -4.549 -2.727 6.206
H -4.934 -1.384 5.111
*
```

The HOMO-LUMO gap comes out at 0.3176 hartree. Its structure (SMILES) is CNC(=O)[C@H](Cc1ccccc1)NC(C)=O.COc1ccc2c(C)cc(=O)n(C)c2c1OC.


Stability summary: most stable w, least stable x.


w:
# C2H6

A structure of composition C2H6 (ωB97M-V with the def2-TZVPD basis set, OMol25).

```
! wB97M-V def2-TZVPD RIJCOSX def2/J DEFGRID3
* xyz 0 1
C -0.700 0.177 0.249
C 0.752 -0.222 -0.321
H -0.724 -0.151 1.634
H -1.575 -0.331 -0.071
H -1.037 1.100 0.275
H 1.505 0.405 0.018
H 0.787 -1.154 -0.272
H 0.734 0.401 -1.154
*
```

The HOMO-LUMO gap comes out at 0.4278 hartree.


x:
# C2H6

A cluster of 2 separate species, C2H6 in total (ωB97M-V with the def2-TZVPD basis set, OMol25).

```
! wB97M-V def2-TZVPD RIJCOSX def2/J DEFGRID3
* xyz 0 1
C 1.434 0.009 0.083
C -1.419 -0.008 -0.102
H 1.528 -0.470 1.137
H 1.246 -0.700 -0.786
H 0.948 1.032 0.065
H -1.278 1.119 -0.037
H -1.430 -0.505 0.796
H -1.324 -0.464 -0.970
*
```

The HOMO-LUMO gap (spin up / spin down) comes out at 0.3432 / 0.3335 hartree.


Stability summary: most stable w, least stable x.


w:
# C4H8OS2

A structure of composition C4H8OS2 (ωB97M-V with the def2-TZVPD basis set, OMol25).

```
! wB97M-V def2-TZVPD RIJCOSX def2/J DEFGRID3
* xyz 0 1
C -1.224 0.399 -0.643
C 0.022 0.248 0.180
C 1.242 0.791 -0.548
C 0.615 -1.173 0.420
H -2.061 -1.657 0.236
H -1.382 1.469 -0.645
H -1.041 0.105 -1.702
H 0.697 0.911 1.811
H 1.162 0.698 -1.615
H 1.663 1.797 -0.256
H 0.279 -1.932 -0.291
H 0.476 -1.544 1.453
O -0.157 0.906 1.425
S -2.609 -0.457 0.113
S 2.321 -0.561 0.061
*
```

The HOMO-LUMO gap comes out at 0.3573 hartree.


x:
# C4H8OS2

The molecule C4H8OS2 (ωB97M-V with the def2-TZVPD basis set, OMol25).

```
! wB97M-V def2-TZVPD RIJCOSX def2/J DEFGRID3
* xyz 0 1
C -0.523 1.323 -0.642
C -0.766 0.218 0.383
S -1.817 -1.149 -0.115
C 0.592 -0.264 1.137
C 1.595 -0.805 0.101
O 1.268 -1.967 -0.440
S 3.128 -0.244 -0.221
H -1.491 2.109 -0.521
H -0.419 0.954 -1.814
H 0.354 2.023 -0.374
H -1.341 0.643 1.172
H -2.126 -0.605 -1.664
H 0.285 -0.841 1.973
H 1.079 0.708 1.448
H 0.182 -2.103 -0.421
*
```

The HOMO-LUMO gap comes out at 0.3064 hartree. Its structure (SMILES) is C[C@@H](S)CC(O)=S.


y:
# C4H8OS2

A cluster of 2 separate species, C4H8OS2 in total (ωB97M-V with the def2-TZVPD basis set, OMol25).

```
! wB97M-V def2-TZVPD RIJCOSX def2/J DEFGRID3
* xyz 0 1
C -0.660 -0.480 -0.808
C -0.795 1.054 -0.436
C -0.010 0.516 0.870
C 0.555 -0.494 0.008
H 1.122 -1.809 -2.407
H -1.486 -1.063 -0.400
H -0.223 1.756 -1.093
H -1.763 1.401 -0.409
H -0.887 0.120 1.496
H 1.505 1.654 2.455
H 1.593 -0.202 -0.445
H 0.233 -1.992 1.623
O 0.885 -1.652 0.780
S -0.622 -0.867 -2.707
S 0.552 2.058 1.473
*
```

The HOMO-LUMO gap comes out at 0.3012 hartree.


Stability summary: most stable w, least stable y.


w:
# C4H4N2O3

The molecule C4H4N2O3 (ωB97M-V with the def2-TZVPD basis set, OMol25).

```
! wB97M-V def2-TZVPD RIJCOSX def2/J DEFGRID3
* xyz 0 1
C -1.068 1.411 -1.162
C -0.529 0.347 -0.324
N 0.842 0.209 -0.392
C 1.323 -0.671 0.429
O 2.573 -1.019 0.385
O 0.684 -1.344 1.318
C -0.776 -1.206 1.317
O -1.306 -1.853 2.205
N -1.322 -0.335 0.440
H -0.559 1.383 -2.107
H -2.141 1.310 -1.146
H -0.764 2.294 -0.668
H 3.041 -0.526 -0.296
*
```

The HOMO-LUMO gap comes out at 0.3920 hartree. Its structure (SMILES) is Cc1nc(O)oc(=O)n1.


x:
# C4H4N2O3

The molecule C4H4N2O3 (ωB97M-V with the def2-TZVPD basis set, OMol25).

```
! wB97M-V def2-TZVPD RIJCOSX def2/J DEFGRID3
* xyz 0 1
N -1.966 1.004 0.213
C -0.825 0.334 -0.068
C 0.485 0.742 0.012
O 1.023 2.002 -0.061
C 1.468 -0.410 0.080
O 2.679 -0.291 0.122
N 0.742 -1.609 0.080
C -0.600 -1.432 0.070
O -1.497 -2.242 -0.030
H -1.737 1.921 0.019
H -2.954 0.715 -0.200
H 1.985 1.807 -0.178
H 1.196 -2.541 -0.060
*
```

The HOMO-LUMO gap comes out at 0.3165 hartree. Its structure (SMILES) is NC1=C(O)C(=O)NC1=O.


Stability summary: most stable w, least stable x.